# 1
Entry from the OMol25 dataset: a structure of composition C47H28N4NiOS4 (wB97M-V/def2-TZVPD).

The geometry in XYZ format:
```
85
Properties=species:S:1:pos:R:3:forces:R:3
Ni -0.195 -0.692 -1.044 0.0 -0.1 0.1
C 4.795 4.451 -0.771 0.0 0.0 0.0
C 4.674 4.043 0.550 0.0 0.0 0.0
C 3.705 3.111 0.903 0.0 0.0 0.0
C 2.858 2.575 -0.060 0.0 0.0 0.0
C 2.994 2.975 -1.388 0.0 0.0 0.0
C 3.950 3.917 -1.736 0.0 0.0 0.0
C 1.841 1.518 0.273 0.0 0.0 0.0
C 0.702 1.962 0.870 0.0 0.0 0.0
C 0.644 3.373 1.286 0.0 0.0 0.0
C -0.167 3.534 2.340 0.0 0.0 0.0
C -0.763 2.250 2.596 0.0 0.0 0.0
N -0.511 1.432 1.485 0.0 0.0 0.0
C -1.274 1.541 3.640 0.0 0.0 0.0
C -1.438 0.198 3.150 0.0 0.0 0.0
C -2.203 -0.916 3.407 0.0 0.0 0.0
C -2.364 -1.560 2.163 0.0 0.0 0.0
C -1.750 -0.848 1.155 0.0 0.0 0.0
C -1.993 -1.173 -0.287 0.0 0.0 0.0
C -3.254 -0.688 -0.899 0.0 0.0 0.0
C -3.550 -0.996 -2.231 0.0 0.0 0.0
C -4.716 -0.538 -2.823 0.0 0.0 0.0
C -5.606 0.254 -2.108 0.0 0.0 0.0
C -5.312 0.583 -0.793 0.0 0.0 0.0
C -4.151 0.115 -0.194 0.0 0.0 0.0
C -1.388 -2.417 -0.674 0.0 0.0 0.0
N -0.102 -2.427 -0.285 0.0 0.1 0.0
C 0.581 -3.342 -1.081 0.0 -0.1 0.0
C 1.901 -3.097 -1.342 0.0 0.0 0.0
C 2.717 -4.024 -2.146 0.0 0.0 0.0
C 3.584 -3.531 -3.124 0.0 0.0 0.0
C 4.337 -4.397 -3.899 0.0 0.0 0.0
C 4.243 -5.771 -3.712 0.0 0.0 0.0
C 3.388 -6.272 -2.740 0.0 0.0 0.0
C 2.635 -5.404 -1.962 0.0 0.0 0.0
C 2.455 -1.839 -0.886 0.1 0.0 0.0
C 3.752 -1.532 -0.432 0.0 0.0 0.0
C 3.706 -0.234 0.069 0.0 0.0 0.0
C 2.374 0.211 -0.102 0.0 0.0 0.0
N 1.665 -0.737 -0.717 0.0 0.0 0.0
C -0.419 -4.121 -1.796 -0.1 0.0 0.0
C -1.622 -3.532 -1.587 0.0 0.0 0.0
N -1.038 0.172 1.814 0.0 0.0 0.0
C -1.621 2.015 4.971 0.0 0.0 0.0
C -1.618 1.131 6.055 0.0 0.0 0.0
C -1.930 1.566 7.333 0.0 0.0 0.0
C -2.256 2.896 7.567 0.0 0.0 0.0
C -2.274 3.782 6.497 0.0 0.0 0.0
C -1.969 3.348 5.218 0.0 0.0 0.0
H 5.547 5.181 -1.048 0.0 0.0 0.0
H 5.331 4.452 1.309 0.0 0.0 0.0
H 3.596 2.794 1.934 0.0 0.0 0.0
H 2.328 2.542 -2.126 0.0 0.0 0.0
H 4.038 4.231 -2.769 0.0 0.0 0.0
H 1.238 4.138 0.817 0.0 0.0 0.0
H -0.335 4.437 2.903 0.0 0.0 0.0
H -2.689 -1.158 4.338 0.0 0.0 0.0
H -2.935 -2.456 1.966 0.0 0.0 0.0
H -2.831 -1.554 -2.821 0.0 0.0 0.0
H -4.905 -0.768 -3.865 0.0 0.0 0.0
H -6.501 0.636 -2.584 0.0 0.0 0.0
H -5.985 1.218 -0.228 0.0 0.0 0.0
H -3.931 0.380 0.833 0.0 0.0 0.0
H 3.630 -2.460 -3.278 0.0 0.0 0.0
H 4.991 -3.998 -4.665 0.0 0.0 0.0
H 4.833 -6.446 -4.321 0.0 0.0 0.0
H 3.312 -7.341 -2.583 0.0 0.0 0.0
H 1.979 -5.787 -1.189 0.0 0.0 0.0
H 4.595 -2.207 -0.427 0.0 0.0 0.0
H 4.516 0.326 0.511 0.0 0.0 0.0
H -0.209 -4.928 -2.482 0.0 0.0 0.0
H -2.560 -3.784 -2.055 0.0 0.0 0.0
H -1.349 0.097 5.884 0.0 0.0 0.0
H -1.914 0.860 8.155 0.0 0.0 0.0
H -2.501 3.236 8.566 0.0 0.0 0.0
H -2.542 4.820 6.658 0.0 0.0 0.0
H -2.026 4.042 4.389 0.0 0.0 0.0
O -3.853 1.938 -6.145 0.0 0.0 0.0
C -3.020 1.482 -5.382 0.0 0.0 0.0
S -2.161 -0.032 -5.634 0.0 0.0 0.0
C -1.162 -0.027 -4.170 0.0 0.0 0.0
C -1.348 1.042 -3.366 0.0 0.0 0.0
S -0.516 1.381 -1.862 0.0 0.0 0.0
S -2.522 2.251 -3.885 0.0 0.0 0.0
S -0.156 -1.406 -3.902 0.0 0.0 -0.1
```
Positions in Å, forces in eV/Å.

Values from the calculation:
E_HOMO, eV: -0.784
LUMO energy, hartree: 0.1461
Kohn-Sham gap, eV: 4.759
Calculated total energy, Ha: -5203.1713
Net charge: -2
F_max, eV/A: 0.12

Want to see where the charge sits? The Mulliken charges in e are:
1. Ni 0.331
2. C -0.283
3. C -0.826
4. C 0.348
5. C -0.920
6. C 0.117
7. C -0.873
8. C 1.082
9. C -0.119
10. C -1.320
11. C -1.360
12. C 0.014
13. N 0.673
14. C 1.012
15. C -0.237
16. C -1.046
17. C -1.033
18. C -0.683
19. C 3.042
20. C 1.288
21. C -0.457
22. C -1.029
23. C -0.649
24. C -1.041
25. C -0.348
26. C -0.225
27. N -0.561
28. C -0.279
29. C 0.698
30. C -0.056
31. C -0.352
32. C -0.786
33. C -0.323
34. C -0.777
35. C -0.179
36. C 0.134
37. C -1.050
38. C -1.100
39. C -0.062
40. N 0.340
41. C -0.272
42. C -1.834
43. N 0.435
44. C 0.876
45. C -0.400
46. C -0.724
47. C -0.330
48. C -0.712
49. C -0.380
50. H 0.361
51. H 0.365
52. H 0.439
53. H 0.425
54. H 0.399
55. H 0.749
56. H 0.363
57. H 0.425
58. H 0.506
59. H 0.233
60. H 0.393
61. H 0.366
62. H 0.382
63. H 0.360
64. H 0.494
65. H 0.359
66. H 0.368
67. H 0.363
68. H 0.469
69. H 0.538
70. H 0.564
71. H 0.471
72. H 0.446
73. H 0.440
74. H 0.355
75. H 0.366
76. H 0.360
77. H 0.432
78. O -0.708
79. C 0.612
80. S -0.196
81. C -0.272
82. C 0.226
83. S -0.717
84. S -0.172
85. S -0.328

=====

# 2
Entry from the OMol25 dataset: a structure of composition C47H30F4N5PV at a distorted geometry (wB97M-V/def2-TZVPD).

The geometry in XYZ format:
```
88
Properties=species:S:1:pos:R:3:forces:R:3
V 0.122 -0.148 -0.673 -0.1 -0.1 0.5
C 1.862 2.621 -2.915 0.0 0.1 0.1
C 2.596 3.376 -1.838 0.0 0.0 0.0
C 3.628 4.241 -2.189 0.0 0.0 0.0
C 4.330 4.961 -1.233 0.0 0.0 0.0
C 4.009 4.812 0.106 0.0 0.0 0.0
C 2.977 3.960 0.474 0.0 0.1 0.0
C 2.249 3.253 -0.480 0.2 -0.3 0.0
P 0.859 2.143 -0.004 -0.3 0.7 0.4
C 0.778 2.367 1.819 0.0 -0.2 0.0
C -0.147 3.229 2.398 0.0 0.0 0.0
C -0.323 3.266 3.775 0.0 0.0 0.0
C 0.426 2.429 4.585 0.0 0.0 0.0
C 1.362 1.576 4.016 0.0 0.0 0.1
C 1.552 1.527 2.640 0.2 0.0 -0.1
C 2.580 0.603 2.037 -0.1 0.1 0.1
C -0.565 3.095 -0.623 0.0 -0.1 0.0
C -0.565 4.418 -1.054 0.0 0.0 0.0
C -1.705 4.957 -1.633 0.0 0.0 0.0
C -2.824 4.143 -1.814 0.0 0.0 0.0
C -2.831 2.830 -1.376 0.0 0.0 0.0
C -1.720 2.285 -0.713 0.1 0.1 0.1
C -1.654 0.945 -0.114 -0.6 0.3 -0.5
H 2.393 2.693 -3.864 0.0 0.0 0.0
H 0.856 3.024 -3.054 0.0 0.0 0.0
H 1.762 1.567 -2.655 0.0 0.0 0.0
H 3.888 4.351 -3.236 0.0 0.0 0.0
H 5.127 5.630 -1.535 0.0 0.0 0.0
H 4.553 5.363 0.865 0.0 0.0 0.0
H 2.720 3.856 1.521 0.0 0.0 0.0
H -0.742 3.875 1.764 0.0 -0.1 0.0
H -1.062 3.930 4.207 0.0 0.0 0.0
H 0.276 2.431 5.658 0.0 0.0 0.0
H 1.950 0.925 4.655 0.0 0.0 0.0
H 3.110 0.050 2.812 0.0 0.0 0.0
H 3.309 1.169 1.449 0.0 -0.1 0.0
H 2.101 -0.113 1.362 0.0 0.0 0.0
H 0.332 5.021 -0.957 0.0 0.0 0.0
H -1.720 5.992 -1.950 0.0 0.0 -0.1
H -3.705 4.553 -2.295 0.0 0.0 0.0
H -3.713 2.216 -1.516 0.0 0.0 0.1
H -2.558 0.363 -0.299 0.0 0.0 0.0
H -1.502 1.016 0.969 0.0 0.0 0.0
N 1.850 -0.490 -1.293 1.1 0.3 -0.7
C 3.027 -0.490 -1.466 0.0 -0.4 -0.2
C 4.426 -0.452 -1.533 -0.1 0.1 0.1
C 5.219 -0.820 -0.420 0.0 -0.2 0.0
C 6.595 -0.726 -0.477 -0.1 -0.1 0.0
C 7.239 -0.271 -1.625 0.0 0.0 0.0
C 6.472 0.061 -2.737 -0.1 0.1 0.0
C 5.093 -0.035 -2.706 0.0 0.2 0.0
H 4.724 -1.183 0.472 0.0 0.1 0.0
H 7.178 -1.011 0.392 0.0 0.0 0.0
H 8.317 -0.176 -1.651 0.0 0.0 0.0
H 6.962 0.392 -3.645 0.0 0.0 0.0
H 4.502 0.212 -3.579 0.0 0.0 0.0
C -0.118 -1.719 0.314 0.2 0.5 0.6
C -0.166 -2.610 1.451 -0.2 -0.1 -0.2
C 0.122 -2.113 2.733 0.0 0.0 0.0
C 0.005 -2.917 3.853 0.0 0.0 0.0
C -0.399 -4.244 3.735 0.1 0.0 0.0
C -0.676 -4.755 2.474 0.0 0.0 0.0
C -0.561 -3.954 1.346 0.0 0.0 0.0
H 0.393 -1.068 2.830 0.0 0.0 0.0
H 0.207 -2.501 4.834 0.0 0.0 0.0
H -0.498 -4.868 4.615 0.0 0.0 0.0
H -1.004 -5.782 2.369 0.0 0.0 0.0
H -0.783 -4.364 0.369 0.0 0.0 0.0
F -3.967 -1.486 -0.872 0.0 0.0 0.0
C -4.506 -2.718 -0.944 0.0 0.1 -0.1
C -5.783 -2.885 -0.453 0.0 0.0 0.0
F -6.383 -1.802 0.078 0.0 0.0 0.0
C -6.470 -4.109 -0.479 -0.1 0.0 0.1
C -5.717 -5.138 -1.061 0.0 0.0 0.0
C -4.446 -4.961 -1.565 0.0 0.0 0.0
F -3.837 -6.040 -2.094 0.0 0.0 0.1
C -3.775 -3.743 -1.531 0.1 0.0 0.0
C -2.367 -3.592 -1.994 0.0 -0.1 -0.1
C -1.475 -2.767 -1.447 0.0 0.1 0.4
N -0.822 -1.916 -0.849 -0.3 -0.9 -0.4
C -1.891 -4.403 -3.086 -0.1 0.1 0.0
N -1.493 -4.983 -4.000 0.0 0.0 0.1
F -6.242 -6.377 -1.146 0.0 0.0 0.0
C -7.808 -4.288 0.032 -0.2 0.0 0.1
C -8.614 -3.226 0.518 0.1 -0.1 -0.1
N -9.347 -2.418 0.910 0.1 0.0 0.0
C -8.472 -5.541 0.078 0.1 0.1 0.0
N -9.084 -6.522 0.158 0.1 0.0 0.0
```
Positions in Å, forces in eV/Å.

Values from the calculation:
E_HOMO (spin up / spin down), eV: -1.058 / -1.056
LUMO energy (spin up / spin down), hartree: 0.1311 / 0.1310
Kohn-Sham gap (spin up / spin down), eV: 4.624 / 4.620
Calculated total energy, Ha: -3767.5152
Spin multiplicity: 2
Net charge: -2
F_max, eV/A: 1.33

Want to see where the charge sits? The Mulliken charges in e are:
1. V 0.080
2. C -1.307
3. C 1.122
4. C -0.861
5. C -0.736
6. C -0.799
7. C -0.794
8. C 0.530
9. P 2.214
10. C 0.433
11. C -1.014
12. C -0.751
13. C -0.769
14. C -0.516
15. C 0.812
16. C -1.311
17. C -0.351
18. C -0.396
19. C -0.797
20. C -0.609
21. C -0.859
22. C 1.192
23. C -1.971
24. H 0.435
25. H 0.249
26. H 0.072
27. H 0.396
28. H 0.362
29. H 0.434
30. H 0.420
31. H 0.371
32. H 0.414
33. H 0.359
34. H 0.406
35. H 0.339
36. H 0.414
37. H 0.052
38. H 0.455
39. H 0.399
40. H 0.368
41. H 0.537
42. H 0.394
43. H 0.363
44. N -0.332
45. C 0.081
46. C 0.394
47. C -0.556
48. C -0.497
49. C -0.487
50. C -0.481
51. C -0.500
52. H 0.452
53. H 0.363
54. H 0.371
55. H 0.360
56. H 0.455
57. C -0.199
58. C 0.523
59. C -0.303
60. C -0.636
61. C -0.418
62. C -0.775
63. C -0.323
64. H 0.296
65. H 0.386
66. H 0.355
67. H 0.390
68. H 0.456
69. F -0.145
70. C 0.151
71. C 0.001
72. F -0.358
73. C 0.584
74. C -0.003
75. C 0.226
76. F -0.371
77. C 0.695
78. C -0.232
79. C 0.225
80. N 0.058
81. C 0.027
82. N -0.670
83. F -0.357
84. C 0.194
85. C 0.169
86. N -0.757
87. C 0.167
88. N -0.764